{"formula": "C8H9N3O", "method": "wB97M-V/def2-TZVPD", "symbols": ["C", "C", "C", "C", "C", "N", "C", "C", "N", "C", "N", "O", "H", "H", "H", "H", "H", "H", "H", "H", "H"], "positions_angstrom": [[1.709, 0.764, 0.778], [0.405, 0.082, 0.561], [-0.716, 1.084, 0.775], [0.032, -1.323, 1.150], [1.036, -2.159, 1.691], [1.693, -3.023, 2.110], [0.200, -0.898, -0.604], [1.393, -1.287, -1.199], [2.344, -1.590, -1.754], [-1.029, -1.294, -1.407], [-1.063, -1.310, -2.760], [-1.990, -1.605, -0.745], [1.578, 1.271, 1.845], [1.765, 1.464, -0.053], [2.448, -0.014, 0.798], [-1.618, 0.657, 0.245], [-0.469, 2.025, 0.198], [-0.861, 1.320, 1.820], [-0.996, -1.547, 1.300], [-0.242, -1.391, -3.345], [-1.951, -1.581, -3.176]], "atomic_forces_ev_per_a": [[-0.930, -0.117, 2.089], [-3.144, -0.581, 0.892], [-0.805, 0.151, -2.543], [1.964, 2.615, -3.495], [0.597, -2.165, 0.441], [-0.520, 1.466, -0.419], [-0.045, -0.562, 2.351], [0.693, -0.386, -0.283], [1.033, -0.309, -0.595], [-0.374, 0.219, 1.192], [0.392, 0.104, -0.430], [-1.283, 0.028, 0.018], [0.749, -0.814, -2.398], [0.712, 0.229, 0.315], [1.093, 0.250, -0.008], [0.467, 0.674, 1.181], [-0.225, -0.848, 0.757], [-0.203, -0.062, 0.119], [-0.575, -0.080, 0.186], [-0.026, 0.215, 0.294], [0.430, -0.026, 0.337]], "nbo_charge": [-0.6124, 0.0361, -0.6149, -0.2525, 0.2291, -0.2693, -0.2347, 0.2552, -0.2928, 0.6785, -0.8102, -0.6052, 0.2326, 0.2332, 0.2328, 0.2319, 0.2127, 0.2266, 0.2921, 0.4142, 0.4169], "largest_force_ev_per_a": 4.8, "de_lowest_ev": 1.552, "charge": 0, "homo_ev": -9.96, "orbital_gap_ev": 9.90, "smiles": "CC1(C)[C@H](C#N)[C@@]1(C#N)C(N)=O"}